i | Entry from the Open Molecules 2025 dataset: 7 unconnected molecules or ions with the total composition H14O7 (ωB97M-V/def2-TZVPD).

Atoms and positions in Å:
O  2.2854  -1.6029  -0.3064
H  1.5574  -1.1285  0.0951
H  2.8809  -1.7878  0.4198
O  1.2157  0.3612  -3.5997
H  0.3657  0.4623  -3.1713
H  1.0312  0.4844  -4.5309
O  0.2711  0.4392  0.4393
H  -0.1555  0.8710  -0.3008
H  0.1289  1.0319  1.1774
O  -0.0338  2.0547  2.5499
H  -0.9636  2.2522  2.6626
H  0.3992  2.9074  2.5896
O  -1.2337  -1.8545  0.9500
H  -1.0818  -2.7205  0.5716
H  -0.5762  -1.2940  0.5381
O  -0.0491  -0.9973  3.1787
H  -0.5938  -1.3443  2.4723
H  0.0361  -0.0648  2.9802
O  -1.4649  0.7868  -2.9174
H  -1.7947  -0.0098  -3.3333
H  -2.2245  1.1534  -2.4649

The expectation value of S² is 0.750. Its LUMO energy (spin up / spin down) is 2.952 / 3.134 eV. The HOMO-LUMO gap (spin up / spin down) comes out at 0.0958 / 0.3841 Ha. The charge is -1. As for the spin multiplicity: 2.

Atom charges from the Löwdin analysis, given in e for atoms 1 to 2:
1. O -0.082
2. H -0.028

---

ii | Entry from the Open Molecules 2025 dataset: 7 unconnected molecules or ions with the total composition H14O7 (ωB97M-V/def2-TZVPD).

Atoms and positions in Å:
O  1.4321  -1.9692  0.3158
H  0.5473  -2.3257  0.3948
H  1.4832  -1.6514  -0.5857
O  1.8713  -0.3715  -1.9864
H  1.6463  0.4519  -1.5533
H  2.0443  -0.1252  -2.8950
O  -3.9803  0.2889  -1.8063
H  -3.8168  -0.0429  -0.9234
H  -4.8331  -0.0743  -2.0450
O  -3.0436  -0.6510  0.6593
H  -2.2831  -0.8940  1.1873
H  -3.7965  -0.8633  1.2110
O  3.4862  -0.1554  1.2894
H  2.8182  -0.8388  1.2347
H  4.3098  -0.6323  1.3917
O  1.3194  3.1710  0.9784
H  1.5393  3.0100  0.0608
H  0.7931  2.4140  1.2355
O  -0.3831  0.7808  0.6860
H  -1.2520  0.5208  0.3802
H  0.0980  -0.0424  0.7702

The expectation value of S² is 0.750. Its LUMO energy (spin up / spin down) is 2.981 / 2.842 eV. The HOMO-LUMO gap (spin up / spin down) comes out at 0.1019 / 0.3940 Ha. The charge is -1. As for the spin multiplicity: 2.

Atom charges from the Löwdin analysis, given in e for atoms 1 to 2:
1. O -0.148
2. H -0.007

---

Ranked by calculated energy, most stable first: ii, i.

---

i | Entry from the Open Molecules 2025 dataset: a molecular structure, C12H20O (ωB97M-V/def2-TZVPD).

Atoms and positions in Å:
C  3.2998  -0.3619  -0.3829
C  2.3797  -1.4378  -0.1048
C  0.9152  -0.9738  -0.0989
C  0.6657  0.2707  0.8976
C  1.8790  1.2895  0.8305
C  2.4964  1.0610  -0.3996
C  -0.8862  0.5309  0.9778
C  -1.6940  -0.6107  1.3520
C  -2.2281  -1.2695  0.1376
C  -2.8026  -0.4978  -0.9935
C  -2.0569  0.5632  -1.4024
C  -1.2131  1.4309  -0.3241
H  2.5441  -2.2759  -0.8233
H  2.6254  -1.7993  1.0400
H  0.5068  -0.3467  -0.9427
H  0.4539  -2.0082  0.0706
H  0.6472  -0.2289  1.9071
H  2.3842  0.8930  1.8885
H  1.9044  2.4424  0.9337
H  1.9428  1.1799  -1.3007
H  3.0657  1.8382  -0.7526
H  -0.9934  1.3822  1.8755
H  -2.4978  -0.3229  2.0797
H  -1.0712  -1.1550  2.1091
H  -2.9180  -1.9939  0.3256
H  -1.5300  -2.0740  -0.1990
H  -3.5659  0.2492  -0.9780
H  -3.0120  -1.1164  -1.9548
H  -3.0261  1.3423  -2.0714
H  -1.1535  0.3521  -2.3025
H  -0.0506  1.5718  -0.6132
H  -1.5651  2.5580  -0.0899
O  4.5543  -0.4827  -0.6907

Its LUMO energy is 0.677 eV. The HOMO-LUMO gap comes out at 0.3669 Ha. As for the spin multiplicity: 1.

Atom charges from the Löwdin analysis, given in e for atoms 1 to 2:
1. C -0.288
2. C -0.148

---

ii | Entry from the Open Molecules 2025 dataset: C12H20O in the gas phase (ωB97M-V/def2-TZVPD).

Atoms and positions in Å:
C  2.9310  -0.1834  -0.4511
C  2.1255  -1.4089  -0.0235
C  0.6308  -1.0715  -0.0019
C  0.3124  -0.0494  1.1136
C  1.3582  1.0743  1.1134
C  2.1960  1.1314  -0.1629
C  -1.1409  0.4972  1.0113
C  -2.2460  -0.5727  1.2277
C  -2.7483  -1.2010  -0.0667
C  -3.2006  -0.1825  -1.1209
C  -2.0259  0.7598  -1.4659
C  -1.4313  1.4330  -0.1891
H  2.4145  -2.2301  -0.7075
H  2.4976  -1.6886  0.9472
H  0.3080  -0.6951  -0.9963
H  0.0528  -2.0049  0.1383
H  0.3565  -0.5639  2.0722
H  2.0846  0.9949  1.9741
H  0.8395  2.0107  1.3614
H  1.5504  1.2970  -1.0143
H  2.8954  1.9828  -0.1854
H  -1.1545  1.1448  1.9280
H  -3.1167  -0.1272  1.7893
H  -1.8061  -1.3423  1.8791
H  -3.5943  -1.8570  0.1496
H  -1.9965  -1.8284  -0.5110
H  -4.0579  0.4107  -0.7136
H  -3.5448  -0.6633  -2.0583
H  -2.4108  1.5554  -2.1161
H  -1.3061  0.1454  -1.9730
H  -0.5622  2.0506  -0.4085
H  -2.2099  2.1521  0.1581
O  4.0242  -0.2626  -0.9523

The SMILES is O=C1CCC(C2CCCCC2)CC1. Its LUMO energy is 0.862 eV. The HOMO-LUMO gap comes out at 0.3737 Ha. As for the spin multiplicity: 1.

Atom charges from the Löwdin analysis, given in e for atoms 1 to 2:
1. C -0.390
2. C -0.102

---

iii | Entry from the Open Molecules 2025 dataset: C12H20O in the gas phase (ωB97M-V/def2-TZVPD).

Atoms and positions in Å:
C  0.0151  -1.4358  -0.3975
C  0.0113  0.3612  -1.5768
C  1.0574  -0.4653  -0.7942
C  -1.0257  -0.4534  -0.7736
C  3.2209  -1.1871  -0.0132
C  1.8163  0.2822  1.4508
C  2.8623  1.2307  -0.6231
C  -2.5818  1.4399  -0.2897
C  -1.9952  -0.2127  1.5130
C  -3.3374  -0.9527  -0.4620
C  2.2263  -0.0147  -0.0010
C  -2.2083  -0.0133  0.0068
O  0.0138  -2.5186  0.1484
H  0.0199  1.4437  -1.4270
H  0.0012  0.1482  -2.6458
H  4.0996  -0.9402  0.5807
H  3.5365  -1.4035  -1.0326
H  2.7497  -2.0775  0.3962
H  2.6957  0.5290  2.0413
H  1.1282  1.1255  1.4848
H  1.3313  -0.5859  1.8905
H  3.7609  1.5000  -0.0725
H  2.1776  2.0753  -0.5905
H  3.1340  1.0454  -1.6597
H  -3.4965  1.7023  0.2380
H  -2.7458  1.5840  -1.3553
H  -1.7971  2.1192  0.0379
H  -1.6938  -1.2365  1.7177
H  -1.2235  0.4593  1.8842
H  -2.9199  -0.0050  2.0476
H  -4.2638  -0.7021  0.0491
H  -3.0774  -1.9840  -0.2385
H  -3.4921  -0.8574  -1.5341

Its LUMO energy (spin up / spin down) is -0.323 / -0.319 eV. The HOMO-LUMO gap (spin up / spin down) comes out at 0.2813 / 0.2812 Ha. As for the spin multiplicity: 1.

Atom charges from the Löwdin analysis, given in e for atoms 1 to 2:
1. C -0.417
2. C -0.058

---

Ranked by calculated energy, most stable first: ii, iii, i.

---

i | Entry from the Open Molecules 2025 dataset: 2 unconnected molecules or ions with the total composition C5H14NO2 (ωB97M-V/def2-TZVPD).

Atoms and positions in Å:
C  0.5945  -0.4396  -0.7210
C  0.1354  -0.6328  0.6539
C  0.9643  -1.7785  1.3078
C  -1.2728  -1.2558  0.5478
N  1.4557  0.7525  -0.7736
C  0.8311  2.0204  -1.3859
O  -0.3316  2.4014  -0.9970
H  1.1337  -1.4617  -1.1410
H  -0.3360  -0.2185  -1.3436
H  0.0971  0.2787  1.2302
H  1.9737  -1.5192  1.3410
H  0.7544  -2.6204  0.5471
H  0.7475  -1.9430  2.3267
H  -1.8977  -1.3414  1.4803
H  -1.9016  -0.6263  -0.0172
H  -1.2204  -2.1585  0.0454
H  2.2091  0.8736  -0.0639
H  1.5177  2.9533  -1.0993
H  0.8903  1.8840  -2.4946
H  -1.5957  1.8435  -0.4813
H  -2.3389  1.1561  0.7852
O  -2.4098  1.8323  0.2528

Its LUMO energy is 3.726 eV. The HOMO-LUMO gap comes out at 0.2542 Ha. The charge is -1. As for the spin multiplicity: 1.

Atom charges from the Löwdin analysis, given in e for atoms 1 to 2:
1. C -0.270
2. C -0.435

---

ii | Entry from the Open Molecules 2025 dataset: 2 unconnected molecules or ions with the total composition C5H14NO2 (ωB97M-V/def2-TZVPD).

Atoms and positions in Å:
C  -1.8000  1.8698  1.6608
N  -1.2225  0.5775  1.3355
C  -0.1550  0.5909  0.3054
C  0.8966  -0.4688  0.6000
C  2.1071  -0.3823  -0.3658
O  2.0588  -1.2394  -1.4398
C  -0.6995  0.4136  -1.1124
H  -2.5169  2.2387  0.9038
H  -0.9867  2.5941  1.7287
H  -2.3181  1.8089  2.6202
H  -1.9159  -0.1040  1.0609
H  0.3213  1.5637  0.4281
H  1.2228  -0.4075  1.6366
H  0.4655  -1.4523  0.4465
H  2.1554  0.6663  -0.7297
H  3.0332  -0.5002  0.2343
H  -0.0180  -0.1704  -1.7280
H  -0.9081  1.3480  -1.6287
H  -1.6261  -0.1554  -1.0698
H  1.2427  -2.3992  -1.3437
H  0.1394  -3.1758  -2.2110
O  0.5241  -3.2163  -1.3317

Its LUMO energy is 3.622 eV. The HOMO-LUMO gap comes out at 0.2554 Ha. The charge is -1. As for the spin multiplicity: 1.

Atom charges from the Löwdin analysis, given in e for atoms 1 to 2:
1. C -0.159
2. N -0.110

---

iii | Entry from the Open Molecules 2025 dataset: 2 unconnected molecules or ions with the total composition C5H14NO2 (ωB97M-V/def2-TZVPD).

Atoms and positions in Å:
C  -0.9620  0.1723  -0.7501
O  -2.2321  -0.2038  -1.1770
C  -0.3282  -1.0364  -0.0195
C  1.1147  -0.7939  0.3787
C  1.2195  0.2396  1.5380
C  1.8353  1.5591  1.0693
N  -1.2161  -1.4134  1.1020
H  -1.0782  0.9917  -0.0128
H  -0.3796  0.3916  -1.6579
H  -0.4196  -1.8947  -0.6879
H  1.7822  -0.5061  -0.4334
H  1.5982  -1.6717  0.8210
H  1.8681  -0.1939  2.3025
H  0.3280  0.4593  2.1223
H  2.7921  1.5217  0.5514
H  2.0140  2.3169  1.8486
H  1.0249  2.0522  0.5247
H  -1.4312  -0.5178  1.5331
H  -2.0662  -1.7440  0.6638
H  -1.0897  0.1871  -3.6231
H  -2.3411  0.0525  -2.5002
O  -2.0332  0.0317  -3.5936

Its LUMO energy is 3.650 eV. The HOMO-LUMO gap comes out at 0.2643 Ha. The charge is -1. As for the spin multiplicity: 1.

Atom charges from the Löwdin analysis, given in e for atoms 1 to 2:
1. C -0.359
2. O -0.314

---

Ranked by calculated energy, most stable first: ii, iii, i.

---

i | Entry from the Open Molecules 2025 dataset: 2 unconnected molecules or ions with the total composition C2H4N3P (ωB97M-V/def2-TZVPD).

Atoms and positions in Å:
C  -0.1892  -1.0219  0.0319
C  0.2531  0.2563  -0.1078
N  -1.5301  -0.9713  -0.0248
N  -2.0202  0.2756  -0.0710
N  2.2672  0.9339  -0.1545
P  -0.9461  1.5217  -0.1901
H  0.2848  -2.0124  0.0080
H  -3.0566  0.3157  0.1475
H  2.1599  0.6276  0.8667
H  2.7772  0.0748  -0.5059

Its LUMO energy is 0.372 eV. The HOMO-LUMO gap comes out at 0.3512 Ha. As for the spin multiplicity: 1.

Atom charges from the Löwdin analysis, given in e for atoms 1 to 2:
1. C -0.262
2. C -0.397

---

ii | Entry from the Open Molecules 2025 dataset: 2 unconnected molecules or ions with the total composition C2H4N3P (ωB97M-V/def2-TZVPD).

Atoms and positions in Å:
C  0.0404  -0.1033  -1.4695
C  0.6111  -1.8698  -0.4690
N  -0.0691  -0.7442  -0.2707
N  0.7718  -0.7559  -2.3387
N  1.0783  -1.9327  -1.6829
P  -0.9868  1.6121  1.6221
H  -0.5389  0.6717  -1.7365
H  1.5685  -2.6453  -2.2639
H  -0.7537  1.6053  0.2222
H  -1.3166  0.3390  1.4511

Its LUMO energy (spin up / spin down) is -0.801 / -2.037 eV. The HOMO-LUMO gap (spin up / spin down) comes out at 0.3378 / 0.2367 Ha. As for the spin multiplicity: 1.

Atom charges from the Löwdin analysis, given in e for atoms 1 to 2:
1. C -0.260
2. C -0.037

---

Ranked by calculated energy, most stable first: i, ii.

---

i | Entry from the Open Molecules 2025 dataset: C4H4N4 in the gas phase (ωB97M-V/def2-TZVPD).

Atoms and positions in Å:
C  0.1933  -1.7690  -1.0471
C  -0.2296  0.2946  0.0264
C  -0.3303  1.9778  1.3785
C  0.9585  1.2699  1.5125
H  0.4036  -3.2695  -2.1465
H  1.0361  -2.0489  -0.3894
H  -0.8258  2.8732  1.9327
H  1.8940  1.5678  1.9821
N  -0.2827  -2.4288  -2.1275
N  -0.6683  -0.6871  -0.7273
N  -0.9697  1.4073  0.3904
N  1.0552  0.3140  0.6643

The SMILES is [H]/N=C/N=C1N=CC=N1. Its LUMO energy is -1.950 eV. The HOMO-LUMO gap comes out at 0.3055 Ha. As for the spin multiplicity: 1.

Atom charges from the Löwdin analysis, given in e for atoms 1 to 2:
1. C -0.265
2. C -0.410

---

ii | Entry from the Open Molecules 2025 dataset: C4H4N4 in the gas phase (ωB97M-V/def2-TZVPD).

Atoms and positions in Å:
C  2.8150  0.0701  0.2540
C  -0.2807  -0.5480  -0.1249
C  -1.7717  0.9338  -0.1530
C  -2.3668  -0.4240  0.0252
H  2.7430  -0.1878  1.3394
H  3.5414  0.7815  -0.0192
H  -2.1759  1.9447  -0.0966
H  -3.3618  -0.7100  0.0442
N  1.8680  -0.2009  -0.5773
N  0.8869  -1.0779  -0.3997
N  -0.4503  0.7719  -0.2829
N  -1.4470  -1.3535  -0.0090

The SMILES is C=NN=C1N=CC=N1. Its LUMO energy is -1.349 eV. The HOMO-LUMO gap comes out at 0.2947 Ha. As for the spin multiplicity: 1.

Atom charges from the Löwdin analysis, given in e for atoms 1 to 2:
1. C 0.001
2. C -0.487

---

Ranked by calculated energy, most stable first: i, ii.

---

i | Entry from the Open Molecules 2025 dataset: 2 unconnected molecules or ions with the total composition C4H4N4 (ωB97M-V/def2-TZVPD).

Atoms and positions in Å:
C  1.3301  -0.3679  -0.1047
C  -0.6109  1.1484  0.1471
C  -1.0027  -0.1151  -0.1046
C  -2.4572  -0.5335  -0.1076
H  3.0494  -0.3943  0.8301
H  1.2579  1.9412  -0.5254
H  -1.2970  2.1223  0.0902
H  0.0396  -2.1033  0.4193
N  2.4161  -1.1060  -0.0104
N  0.7506  1.0480  -0.2250
N  0.1146  -0.9710  -0.3940
N  -3.5906  -0.6688  -0.0149

Its LUMO energy is -0.078 eV. The HOMO-LUMO gap comes out at 0.3133 Ha. As for the spin multiplicity: 1.

Atom charges from the Löwdin analysis, given in e for atoms 1 to 2:
1. C -0.498
2. C -0.074

---

ii | Entry from the Open Molecules 2025 dataset: a molecular structure, C4H4N4 (ωB97M-V/def2-TZVPD).

Atoms and positions in Å:
C  -1.5157  -0.5735  -0.3689
C  0.3812  -1.0400  0.2576
C  1.5636  0.6578  -0.0569
C  0.1557  0.4777  0.3864
H  -1.6626  1.3571  -0.0702
H  -2.6454  -0.6457  -0.3339
H  2.1517  1.5817  -0.4569
H  -0.2838  0.9263  1.3256
N  -1.0047  0.6973  -0.3369
N  -0.9033  -1.5510  0.0881
N  1.5070  -1.5513  -0.1670
N  2.2564  -0.3365  -0.2670

Its LUMO energy is -0.230 eV. The HOMO-LUMO gap comes out at 0.3401 Ha. As for the spin multiplicity: 1.

Atom charges from the Löwdin analysis, given in e for atoms 1 to 2:
1. C -0.234
2. C -0.308

---

Ranked by calculated energy, most stable first: ii, i.

---

i | Entry from the Open Molecules 2025 dataset: 2 unconnected molecules or ions with the total composition C4H9N2 (ωB97M-V/def2-TZVPD).

Atoms and positions in Å:
C  1.9712  -1.9330  0.6139
C  -0.5032  0.2348  0.2212
C  -0.6594  0.3165  1.6615
C  -0.3650  0.7793  -2.1754
N  1.6266  -1.3404  -0.3920
N  -0.7964  0.8784  -0.7761
H  2.8751  -2.6511  0.6140
H  1.5941  -1.8157  1.7254
H  -1.3608  0.9883  1.8468
H  0.2156  0.6591  2.1070
H  -0.8810  -0.5602  2.1071
H  0.2649  1.5944  -2.4274
H  -1.3067  0.7473  -2.6840
H  0.1405  -0.1158  -2.3682
H  -1.4282  1.6531  -0.7497

Its LUMO energy (spin up / spin down) is -5.441 / -4.505 eV. The HOMO-LUMO gap (spin up / spin down) comes out at 0.2997 / 0.3651 Ha. The charge is +1. As for the spin multiplicity: 1.

Atom charges from the Löwdin analysis, given in e for atoms 1 to 2:
1. C -0.175
2. C 0.049

---

ii | Entry from the Open Molecules 2025 dataset: a gas-phase ion, C4H9N2 (charge +1) (ωB97M-V/def2-TZVPD).

Atoms and positions in Å:
C  -0.4506  -0.5001  0.4187
C  1.8778  -0.8865  -0.2638
C  -1.6385  0.4646  -0.0684
C  1.1659  1.3894  0.1009
N  -2.6605  -0.2467  -0.2574
N  0.9244  -0.1077  0.0440
H  -0.3789  -0.2912  1.5519
H  -0.6773  -1.4839  0.0764
H  1.5943  -1.9600  -0.2948
H  2.7630  -0.5327  -0.7204
H  0.6087  1.9751  -0.7884
H  0.7162  1.7215  0.9287
H  2.1881  1.6780  0.1210
H  -3.5633  0.0138  -0.5934
H  -2.4692  -1.2336  -0.2551

Its LUMO energy is -4.754 eV. The HOMO-LUMO gap comes out at 0.2926 Ha. The charge is +1. As for the spin multiplicity: 1.

Atom charges from the Löwdin analysis, given in e for atoms 1 to 2:
1. C -0.117
2. C 0.184

---

Ranked by calculated energy, most stable first: ii, i.